# 1
A structure of composition C52H47BrFGaN4O8S2Si at a distorted geometry. Source: the Open Molecules 2025 dataset; level of theory: ωB97M-V with the def2-TZVPD basis set.

```
! RIJCOSX wB97M-V def2-TZVPD def2/J DEFGRID3
* xyz -2 1
Ga 1.884 -0.276 0.541
C -6.120 -0.990 -0.249
C -5.453 -0.374 -1.480
C -6.327 0.676 -2.159
C -6.566 1.859 -1.223
C -5.264 2.359 -0.638
C -5.139 3.663 -0.193
C -3.938 4.105 0.338
F -3.851 5.401 0.723
C -2.857 3.281 0.475
C -2.960 1.968 0.023
C -1.801 1.045 0.178
O -0.980 1.243 1.052
C -1.813 -0.085 -0.753
C -3.000 -0.441 -1.291
N -4.169 0.236 -1.118
C -4.143 1.516 -0.564
C -0.614 -0.883 -1.252
O -0.882 -1.752 -2.083
O 0.602 -0.580 -0.929
H -7.091 -1.426 -0.514
H -6.270 -0.237 0.530
H -5.482 -1.769 0.169
H -5.232 -1.167 -2.190
H -7.273 0.218 -2.459
H -5.820 1.028 -3.061
H -7.243 1.564 -0.418
H -7.055 2.672 -1.761
H -5.972 4.355 -0.271
H -1.922 3.613 0.909
H -3.048 -1.324 -1.922
C 6.513 -1.354 1.502
C 6.208 -0.194 0.803
C 4.881 0.107 0.492
C 3.829 -0.730 0.865
C 4.157 -1.875 1.607
C 5.479 -2.192 1.911
H 7.546 -1.597 1.736
H 7.002 0.486 0.502
H 4.661 1.014 -0.055
H 3.369 -2.515 1.979
H 5.699 -3.095 2.473
C 3.684 5.406 -0.348
C 3.125 4.104 0.247
C 4.237 3.441 1.077
C 1.955 4.442 1.185
Si 2.552 2.803 -1.020
O 2.284 1.430 -0.275
C 3.896 2.533 -2.344
C 4.315 1.218 -2.588
C 5.324 0.935 -3.504
C 5.939 1.967 -4.204
C 5.517 3.277 -4.005
C 4.504 3.550 -3.092
C 1.056 3.392 -2.029
C 0.625 4.713 -2.199
C -0.498 5.020 -2.962
C -1.222 4.004 -3.574
C -0.809 2.682 -3.426
C 0.318 2.385 -2.668
H 3.974 6.090 0.464
H 2.948 5.931 -0.970
H 4.575 5.221 -0.955
H 4.591 4.139 1.850
H 5.095 3.163 0.453
H 3.872 2.538 1.571
H 2.319 5.036 2.036
H 1.489 3.532 1.581
H 1.190 5.038 0.673
H 3.841 0.411 -2.039
H 5.638 -0.093 -3.660
H 6.738 1.751 -4.904
H 5.983 4.085 -4.559
H 4.174 4.579 -2.972
H 1.169 5.530 -1.731
H -0.811 6.051 -3.077
H -2.105 4.239 -4.155
H -1.365 1.878 -3.898
H 0.634 1.349 -2.555
N -4.361 -6.793 -0.606
C -3.278 -6.383 0.204
C -2.566 -7.315 0.958
C -1.504 -6.907 1.754
C -1.157 -5.566 1.812
C -1.877 -4.630 1.085
C -2.932 -5.036 0.285
S 0.261 -5.070 2.781
O -0.282 -4.595 4.029
O 1.121 -6.236 2.843
N 0.898 -3.840 2.017
C 1.415 -3.870 0.760
S 1.787 -5.335 -0.214
C 2.356 -4.349 -1.513
C 2.268 -3.057 -1.161
N 1.771 -2.777 0.095
H -4.280 -7.741 -0.932
H -4.546 -6.162 -1.369
H -2.829 -8.368 0.892
H -0.910 -7.621 2.313
H -1.579 -3.587 1.106
H -3.471 -4.305 -0.314
H 2.695 -4.783 -2.444
H 2.538 -2.221 -1.795
Br -0.064 -0.443 6.837
C -0.892 -1.091 5.248
C -2.111 -1.716 5.482
C -2.855 -2.210 4.428
C -2.375 -2.083 3.137
C -1.146 -1.488 2.916
C -0.371 -0.966 3.947
C 0.960 -0.296 3.590
O 1.606 0.229 4.475
O 1.373 -0.298 2.357
H -2.467 -1.815 6.498
H -3.799 -2.706 4.625
H -2.949 -2.461 2.301
H -0.745 -1.432 1.920
*
```

Properties
HOMO-LUMO gap, eV: 6.160
E_tot, a.u.: -8515.53758
Molecular weight, g mol⁻¹: 1116.81

Löwdin atomic charge list, values in e, 99 entries:
1. Ga 0.472
2. C -0.026
3. C -0.319
4. C -0.143
5. C -0.142
6. C -0.139
7. C 0.032
8. C -0.266
9. F 0.043
10. C 0.076
11. C -0.038
12. C -0.304
13. O 0.099
14. C -0.017
15. C 0.014
16. N -0.002
17. C -0.089
18. C -0.545
19. O 0.023
20. O -0.040
21. H 0.084
22. H 0.083
23. H 0.079
24. H 0.140
25. H 0.113
26. H 0.124
27. H 0.113
28. H 0.113
29. H 0.124
30. H 0.138
31. H 0.138
32. C -0.130
33. C -0.106
34. C -0.127
35. C -0.144
36. C -0.096
37. C -0.099
38. H 0.082
39. H 0.089
40. H 0.045
41. H 0.086
42. H 0.092
43. C -0.105
44. C -0.588
45. C -0.095
46. C -0.088
47. Si 0.484
48. O -0.241
49. C -0.182
50. C -0.085
51. C -0.085
52. C -0.117
53. C -0.112
54. C -0.102
55. C -0.177
56. C -0.097
57. C -0.109
58. C -0.114
59. C -0.089
60. C -0.073
61. H 0.077
62. H 0.055
63. H 0.060
64. H 0.082
65. H 0.078
66. H 0.081
67. H 0.079
68. H 0.086
69. H 0.067
70. H 0.092
71. H 0.099
72. H 0.087
73. H 0.088
74. H 0.088
75. H 0.074
76. H 0.089
77. H 0.087
78. H 0.099
79. H 0.101
80. N 0.067
81. C -0.331
82. C -0.047
83. C -0.061
84. C -0.280
85. C -0.062
86. C -0.032
87. S 0.523
88. O -0.318
89. O -0.361
90. N -0.125
91. C -0.646
92. S 0.979
93. C -0.441
94. C -0.264
95. N -0.010
96. H 0.069
97. H 0.071
98. H 0.100
99. H 0.109

=====

# 2
The molecule C3H7N2PS at a distorted geometry. Source: the Open Molecules 2025 dataset; level of theory: ωB97M-V with the def2-TZVPD basis set.

```
! RIJCOSX wB97M-V def2-TZVPD def2/J DEFGRID3
* xyz 0 1
C 0.559 1.621 -0.027
P 0.106 0.059 0.803
C -1.650 -0.238 0.450
S 0.644 -0.230 2.600
N 0.966 -1.277 -0.357
C 0.861 -1.481 -1.641
N 0.786 -1.708 -2.769
H 0.006 2.489 0.456
H 1.598 1.833 0.203
H 0.201 1.442 -0.967
H -2.134 0.669 0.607
H -1.915 -0.703 -0.518
H -1.861 -0.979 1.124
H 1.833 -1.496 0.036
*
```

Properties
HOMO-LUMO gap, eV: 10.177
SMILES string: CP(C)(=S)NC#N
E_tot, a.u.: -967.55839
Molecular weight, g mol⁻¹: 134.14

Here is what natural (NBO) gives for the atomic charges, in e:
1. C -0.971
2. P 1.416
3. C -0.981
4. S -0.494
5. N -0.923
6. C 0.402
7. N -0.396
8. H 0.257
9. H 0.267
10. H 0.242
11. H 0.245
12. H 0.267
13. H 0.257
14. H 0.414

=====

# 3
A structure of composition C22H37BrNPRe at a distorted geometry. Source: the Open Molecules 2025 dataset; level of theory: ωB97M-V with the def2-TZVPD basis set.

```
! RIJCOSX wB97M-V def2-TZVPD def2/J DEFGRID3
* xyz 0 4
C -1.142 -0.728 -1.750
C -1.203 -1.737 -0.760
C -1.856 -1.184 0.419
H -0.884 -2.761 -0.884
C -2.178 0.203 0.104
C -1.711 0.467 -1.221
H -1.811 1.425 -1.726
H -0.697 -0.855 -2.730
H -2.276 -1.761 1.218
H -2.861 0.838 0.647
Re -0.061 -0.168 0.552
Br 1.019 -2.435 1.043
C 2.047 1.191 0.452
C 1.110 1.919 -0.377
C 0.986 1.203 -1.610
H 0.719 2.912 -0.173
C 1.709 -0.020 -1.491
C 2.399 -0.014 -0.239
H 3.124 -0.743 0.089
H 2.508 1.560 1.361
H 0.406 1.540 -2.465
H 1.710 -0.852 -2.196
C -2.036 -1.180 3.891
C -1.649 0.264 4.210
C -2.401 1.223 3.278
C -2.137 0.577 5.634
P 0.194 0.424 3.920
N 0.068 0.277 2.257
C 0.719 2.069 4.788
C 0.494 2.003 6.334
C 2.204 2.345 4.517
C -0.069 3.283 4.292
C 1.446 -0.895 4.653
C 1.924 -0.715 6.122
C 0.804 -2.288 4.606
C 2.700 -0.868 3.755
H -3.115 -1.228 3.719
H -1.823 -1.865 4.713
H -1.546 -1.554 2.991
H -3.454 0.936 3.249
H -2.370 2.272 3.570
H -2.034 1.156 2.258
H -1.628 -0.014 6.405
H -2.073 1.645 5.890
H -3.210 0.320 5.697
H 0.536 0.998 6.756
H 1.281 2.589 6.838
H -0.462 2.443 6.655
H 2.876 1.594 4.948
H 2.412 2.439 3.444
H 2.460 3.309 4.981
H 0.011 3.419 3.209
H 0.360 4.184 4.755
H -1.122 3.272 4.578
H 1.124 -0.847 6.864
H 2.653 -1.516 6.347
H 2.452 0.223 6.325
H 0.421 -2.557 3.611
H 1.585 -3.028 4.829
H 0.021 -2.421 5.361
H 2.450 -0.998 2.695
H 3.312 0.031 3.876
H 3.323 -1.725 4.038
*
```

Properties
HOMO-LUMO gap (spin up / spin down), eV: 6.049 / 6.897
E_tot, a.u.: -3908.73124
<S²>: 3.767
Molecular weight, g mol⁻¹: 612.63

Here is what natural (NBO) gives for the atomic charges, in e:
1. C -0.258
2. C -0.201
3. C -0.398
4. H 0.266
5. C -0.349
6. C -0.186
7. H 0.242
8. H 0.241
9. H 0.253
10. H 0.252
11. Re 1.019
12. Br -0.458
13. C -0.320
14. C -0.324
15. C -0.272
16. H 0.229
17. C -0.330
18. C -0.263
19. H 0.242
20. H 0.224
21. H 0.215
22. H 0.227
23. C -0.616
24. C -0.366
25. C -0.617
26. C -0.610
27. P 1.803
28. N -1.153
29. C -0.324
30. C -0.627
31. C -0.620
32. C -0.617
33. C -0.298
34. C -0.619
35. C -0.639
36. C -0.638
37. H 0.210
38. H 0.213
39. H 0.230
40. H 0.210
41. H 0.210
42. H 0.236
43. H 0.207
44. H 0.207
45. H 0.216
46. H 0.226
47. H 0.219
48. H 0.215
49. H 0.214
50. H 0.222
51. H 0.214
52. H 0.225
53. H 0.214
54. H 0.209
55. H 0.206
56. H 0.223
57. H 0.211
58. H 0.257
59. H 0.216
60. H 0.200
61. H 0.255
62. H 0.207
63. H 0.217

=====

# 4
A structure of composition C26H26ClCrN4O7S. Source: the Open Molecules 2025 dataset; level of theory: ωB97M-V with the def2-TZVPD basis set.

```
! RIJCOSX wB97M-V def2-TZVPD def2/J DEFGRID3
* xyz -1 5
Cr 0.223 -0.323 0.420
O 1.103 1.927 2.882
C 0.799 0.673 3.142
O 1.255 -0.273 2.524
C -0.201 0.484 4.268
O -1.239 -0.368 3.858
C -2.359 0.323 3.318
C -2.137 1.159 2.041
O -2.871 2.131 1.898
O -1.251 0.756 1.219
H 1.482 1.948 1.959
H 0.319 0.000 5.099
H -0.577 1.458 4.597
H -3.090 -0.451 3.075
H -2.792 0.986 4.073
O 0.596 1.715 -1.732
C 1.232 2.141 -0.756
O 1.419 1.515 0.326
H 1.684 3.149 -0.817
Cl -0.390 -3.445 2.207
C -0.074 -3.969 0.572
C 0.635 -5.143 0.382
C 0.959 -5.560 -0.900
C 0.543 -4.785 -1.977
C -0.176 -3.622 -1.769
C -0.505 -3.149 -0.484
C -1.157 -1.859 -0.277
H 0.946 -5.714 1.247
H 1.524 -6.471 -1.052
H 0.775 -5.098 -2.990
H -0.506 -3.035 -2.621
H -1.893 -1.874 0.527
H -1.633 -1.525 -1.204
N 2.902 -1.972 -2.387
C 1.965 -1.124 -1.895
N 1.831 -1.227 -0.602
C 2.736 -2.202 -0.199
C 3.023 -2.692 1.072
C 3.977 -3.685 1.165
C 4.639 -4.180 0.030
C 4.372 -3.692 -1.234
C 3.408 -2.693 -1.321
H 3.143 -2.073 -3.356
H 1.401 -0.435 -2.506
H 2.495 -2.312 1.936
H 4.217 -4.100 2.136
H 5.377 -4.963 0.149
H 4.881 -4.075 -2.109
N -2.608 0.891 -1.987
C -3.025 2.179 -1.926
S -4.648 2.586 -1.989
N -2.012 3.069 -1.871
C -2.153 4.422 -1.463
C -1.709 5.435 -2.299
C -1.783 6.759 -1.882
C -2.310 7.062 -0.637
C -2.750 6.039 0.197
C -2.667 4.716 -0.205
H -3.333 0.207 -1.861
H -1.699 0.670 -1.603
H -1.067 2.692 -1.909
H -1.318 5.178 -3.275
H -1.437 7.550 -2.536
H -2.374 8.094 -0.312
H -3.148 6.271 1.177
H -2.966 3.906 0.450
*
```

Properties
HOMO-LUMO gap (spin up / spin down), eV: 6.875 / 7.026
E_tot, a.u.: -3655.17527
<S²>: 6.019
Molecular weight, g mol⁻¹: 626.03

Here is what natural (NBO) gives for the atomic charges, in e:
1. Cr 1.224
2. O -0.675
3. C 0.806
4. O -0.662
5. C -0.160
6. O -0.511
7. C -0.175
8. C 0.763
9. O -0.677
10. O -0.834
11. H 0.527
12. H 0.201
13. H 0.191
14. H 0.208
15. H 0.178
16. O -0.747
17. C 0.669
18. O -0.803
19. H 0.087
20. Cl -0.017
21. C 0.028
22. C -0.247
23. C -0.271
24. C -0.216
25. C -0.249
26. C -0.034
27. C -0.911
28. H 0.215
29. H 0.203
30. H 0.198
31. H 0.201
32. H 0.216
33. H 0.181
34. N -0.522
35. C 0.259
36. N -0.537
37. C 0.154
38. C -0.197
39. C -0.227
40. C -0.211
41. C -0.232
42. C 0.100
43. H 0.419
44. H 0.242
45. H 0.248
46. H 0.212
47. H 0.207
48. H 0.210
49. N -0.797
50. C 0.328
51. S -0.335
52. N -0.659
53. C 0.238
54. C -0.246
55. C -0.224
56. C -0.232
57. C -0.200
58. C -0.228
59. H 0.406
60. H 0.395
61. H 0.430
62. H 0.213
63. H 0.201
64. H 0.200
65. H 0.207
66. H 0.275

=====

# 5
The molecule C4H6O4 at a distorted geometry. Source: the Open Molecules 2025 dataset; level of theory: ωB97M-V with the def2-TZVPD basis set.

```
! RIJCOSX wB97M-V def2-TZVPD def2/J DEFGRID3
* xyz 0 1
O 0.506 2.185 -0.789
C 0.361 1.078 -0.306
C 1.216 -0.228 -0.432
O 2.218 -0.488 0.497
C -0.108 -0.957 -0.009
O -0.935 -1.444 -0.983
C -0.695 0.377 0.568
O -2.074 0.525 0.328
H 1.445 -0.461 -1.515
H 2.776 0.270 0.479
H 0.064 -1.760 0.751
H -1.846 -0.978 -0.908
H -0.419 0.551 1.614
H -2.509 1.330 0.705
*
```

Properties
HOMO-LUMO gap, eV: 9.819
SMILES string: O=C1[C@@H](O)C(O)[C@@H]1O
E_tot, a.u.: -456.91075
Molecular weight, g mol⁻¹: 118.09

Here is what natural (NBO) gives for the atomic charges, in e:
1. O -0.492
2. C 0.547
3. C -0.038
4. O -0.680
5. C 0.090
6. O -0.712
7. C -0.034
8. O -0.736
9. H 0.190
10. H 0.477
11. H 0.173
12. H 0.503
13. H 0.205
14. H 0.507

=====

# 6
The molecule C6H12. Source: the Open Molecules 2025 dataset; level of theory: ωB97M-V with the def2-TZVPD basis set.

```
! RIJCOSX wB97M-V def2-TZVPD def2/J DEFGRID3
* xyz 0 1
C 0.015 -1.344 1.775
C -0.169 0.172 1.738
C -0.533 0.734 0.360
C 0.454 0.351 -0.732
C 0.401 1.035 -2.067
C -0.010 -0.405 -1.947
H 0.879 -1.658 1.177
H -0.865 -1.865 1.380
H 0.176 -1.692 2.802
H -0.946 0.461 2.458
H 0.754 0.657 2.082
H -0.597 1.827 0.439
H -1.535 0.384 0.075
H 1.451 0.101 -0.371
H -0.377 1.779 -2.218
H 1.340 1.262 -2.566
H 0.636 -1.163 -2.380
H -1.073 -0.635 -2.004
*
```

Properties
HOMO-LUMO gap, eV: 11.387
SMILES string: CCCC1CC1
E_tot, a.u.: -235.77794
Molecular weight, g mol⁻¹: 84.16

Here is what natural (NBO) gives for the atomic charges, in e:
1. C -0.610
2. C -0.387
3. C -0.394
4. C -0.234
5. C -0.419
6. C -0.416
7. H 0.204
8. H 0.202
9. H 0.209
10. H 0.201
11. H 0.193
12. H 0.204
13. H 0.196
14. H 0.209
15. H 0.209
16. H 0.213
17. H 0.213
18. H 0.208